{
  "formula": "C22H62O9",
  "method": "ωB97M-V with the def2-TZVPD basis set",
  "symbols": ["C", "C", "C", "O", "H", "H", "H", "H", "H", "H", "H", "H", "C", "C", "C", "O", "H", "H", "H", "H", "H", "H", "H", "H", "C", "C", "C", "O", "H", "H", "H", "H", "H", "H", "H", "H", "C", "C", "C", "O", "H", "H", "H", "H", "H", "H", "H", "H", "C", "C", "O", "H", "H", "H", "H", "H", "H", "C", "C", "O", "H", "H", "H", "H", "H", "H", "C", "C", "O", "H", "H", "H", "H", "H", "H", "C", "C", "O", "H", "H", "H", "H", "H", "H", "C", "C", "O", "H", "H", "H", "H", "H", "H"],
  "positions_angstrom": [[-3.77221, -3.83021, -3.22017], [-3.25788, -2.38093, -2.86761], [-3.97667, -1.76729, -1.67074], [-1.88827, -2.43561, -2.53041], [-4.78119, -3.76927, -3.64291], [-3.79690, -4.50288, -2.40633], [-3.11782, -4.27467, -3.96590], [-3.39007, -1.67261, -3.74274], [-5.09443, -1.75271, -1.69479], [-3.59116, -0.73644, -1.66796], [-3.59241, -2.19687, -0.72102], [-1.39103, -2.66767, -3.36663], [1.42460, -4.53292, -5.33841], [0.61390, -3.81320, -4.19993], [1.53696, -3.20754, -3.17125], [-0.35736, -2.93922, -4.71852], [2.14837, -3.86590, -5.81855], [0.93287, -4.95112, -6.16243], [1.86601, -5.38158, -4.82555], [0.05308, -4.53111, -3.65988], [2.13471, -3.88962, -2.54823], [0.86203, -2.77425, -2.42935], [2.19060, -2.42314, -3.52494], [-0.10668, -1.98305, -4.70920], [-4.13003, 3.27548, 2.34140], [-3.63234, 4.49790, 1.59035], [-4.71932, 5.44238, 1.16617], [-2.71683, 5.20546, 2.39203], [-4.76779, 2.70377, 1.71497], [-4.76502, 3.49802, 3.18822], [-3.34334, 2.62142, 2.66275], [-3.14760, 4.18771, 0.63285], [-5.32110, 5.86227, 1.99758], [-5.46152, 4.82425, 0.62665], [-4.42116, 6.25924, 0.52256], [-3.08570, 5.51634, 3.21365], [-0.41692, 4.17607, 6.81930], [-0.33520, 5.12754, 5.62519], [-0.14453, 4.38914, 4.35013], [-1.50292, 5.99246, 5.70378], [-0.19153, 4.65267, 7.76918], [0.15247, 3.29976, 6.66806], [-1.41679, 3.80079, 6.91127], [0.53343, 5.80067, 5.71957], [0.87676, 4.00601, 4.36887], [-0.33642, 4.98751, 3.47840], [-0.79617, 3.49496, 4.25603], [-1.37185, 6.78280, 5.21280], [0.70107, -0.94068, 0.88765], [-0.57042, -0.57601, 0.07756], [-0.21075, -0.57090, -1.30809], [1.44196, -0.17482, 0.84770], [1.07861, -1.92303, 0.57289], [0.23009, -1.09561, 1.88452], [-0.97591, 0.38406, 0.39519], [-1.36988, -1.32033, 0.26706], [-0.79046, -1.15805, -1.76975], [0.19280, -4.28320, 0.31674], [-0.91797, -4.94755, -0.47968], [-1.74380, -5.65695, 0.47540], [0.82424, -4.94860, 0.80516], [-0.24493, -3.56335, 1.03723], [0.84158, -3.69536, -0.34262], [-0.37141, -5.64510, -1.11856], [-1.43820, -4.16921, -1.04425], [-2.56718, -5.95379, 0.00476], [3.89953, -0.54370, -1.46378], [4.36604, -1.59124, -0.49631], [5.75203, -1.38760, -0.16873], [4.29983, -0.66107, -2.42997], [4.19229, 0.42224, -1.11214], [2.80489, -0.53273, -1.58420], [4.15121, -2.57617, -0.99708], [3.79023, -1.44401, 0.51747], [6.10891, -2.12431, 0.25368], [3.95766, 2.42081, 3.51203], [3.79874, 1.66608, 4.86169], [3.28307, 2.56668, 5.84632], [2.95753, 2.77666, 3.25735], [4.38398, 1.81542, 2.74512], [4.55501, 3.28839, 3.51999], [4.76112, 1.20279, 5.11349], [3.04729, 0.85043, 4.74832], [3.76206, 3.41519, 5.70451], [2.07207, 1.48755, -4.24933], [1.64866, 0.15373, -4.83713], [0.49026, -0.32753, -4.19833], [2.84498, 1.93912, -4.85337], [2.35151, 1.24418, -3.25314], [1.26442, 2.23671, -4.29143], [2.42131, -0.61198, -4.68893], [1.47063, 0.22559, -5.90968], [0.26762, 0.20248, -3.38361]],
  "smiles": "CC(C)O.CC(C)O.CC(C)O.CC(C)O.CCO.CCO.CCO.CCO.CCO"
}

{
  "formula": "C7H9O3S",
  "method": "ωB97M-V with the def2-TZVPD basis set",
  "symbols": ["C", "C", "C", "C", "C", "C", "C", "O", "O", "O", "S", "H", "H", "H", "H", "H", "H", "H", "H", "H"],
  "positions_angstrom": [[0.64592, -0.04260, -0.28359], [0.50317, 1.34802, -0.27775], [-0.48851, -1.00173, -0.52521], [-0.86374, 1.79811, -0.67393], [-1.85168, -0.41285, -0.58826], [-1.94303, 0.96071, 0.04832], [2.19879, -1.26635, 1.54634], [1.48142, 2.10057, -0.07157], [-0.34852, -2.21719, -0.51302], [2.68067, -1.66040, -1.00741], [2.42183, -0.47413, -0.11220], [-1.06502, 2.86558, -0.49923], [-0.69082, 1.68488, -1.78743], [-2.03868, -0.33274, -1.76587], [-2.60028, -1.22301, -0.20224], [-1.70414, 0.81826, 1.08634], [-3.06791, 1.32894, 0.04666], [1.28179, -1.84369, 1.77897], [2.44905, -0.49648, 2.37376], [2.99970, -1.93391, 1.42734]],
  "charge": -1
}

{
  "formula": "C4H6N2O",
  "method": "ωB97M-V with the def2-TZVPD basis set",
  "symbols": ["N", "C", "C", "C", "C", "O", "N", "H", "H", "H", "H", "H", "H"],
  "positions_angstrom": [[1.66323, -0.02900, -1.49578], [0.68237, -0.08144, -0.54388], [-0.47421, -0.89951, -0.56759], [-1.01263, -0.79205, 0.68087], [-0.37499, 0.20272, 1.47135], [-1.47547, 1.19828, 1.27485], [0.74272, 0.58244, 0.61891], [2.11878, 0.86193, -1.62063], [1.44992, -0.50000, -2.36135], [-0.88575, -1.40207, -1.42919], [-1.96569, -1.16434, 1.03256], [-2.07995, 1.02727, 1.99982], [1.61167, 0.99576, 0.94007]],
  "smiles": "Nc1ccc(O)[nH]1"
}

{
  "formula": "C6H12N2",
  "method": "ωB97M-V with the def2-TZVPD basis set",
  "symbols": ["C", "C", "C", "N", "C", "N", "H", "H", "H", "H", "H", "H", "C", "C", "H", "H", "H", "H", "H", "H"],
  "positions_angstrom": [[-1.92698, 0.40199, 0.65404], [-0.69375, 1.01958, 0.09929], [0.56768, 1.13403, 0.57499], [1.31801, 1.69039, -0.43143], [0.49684, 1.79209, -1.50714], [-0.71110, 1.41415, -1.23202], [-2.26551, -0.41265, 0.02374], [-2.71276, 1.15672, 0.72999], [-1.80351, -0.02197, 1.66132], [0.86790, 0.99329, 1.59643], [2.32505, 1.69209, -0.42215], [0.80178, 2.15608, -2.47320], [0.71527, -2.39777, 1.07416], [0.08777, -3.44250, 0.16792], [1.34062, -1.65412, 0.58298], [-0.05476, -1.82371, 1.59769], [1.27031, -2.87064, 1.88343], [-0.67209, -3.00809, -0.47883], [-0.40822, -4.22072, 0.73788], [0.80942, -3.86113, -0.52735]],
  "smiles": "Cc1c[nH]cn1.CC"
}

{
  "formula": "C4H10N2O2",
  "method": "ωB97M-V with the def2-TZVPD basis set",
  "symbols": ["C", "C", "N", "O", "H", "H", "H", "H", "H", "C", "C", "N", "O", "H", "H", "H", "H", "H"],
  "positions_angstrom": [[-1.23901, -0.29340, 2.88862], [-0.62554, -0.12710, 1.49825], [-0.32186, -1.35731, 0.97569], [-0.39470, 0.91729, 0.92593], [-2.23697, -0.22496, 3.16545], [-0.54611, 0.28793, 3.54955], [-0.95002, -1.37374, 3.19610], [0.45934, -1.55355, 0.17170], [-0.60638, -2.11441, 1.57793], [0.17435, 0.65462, -2.95235], [0.82794, 0.30316, -1.70392], [1.56561, 1.13809, -0.81809], [0.63974, -0.89752, -1.43400], [-0.61498, -0.03518, -3.25816], [0.91459, 0.23849, -3.72398], [-0.30645, 1.66746, -2.95930], [1.78382, 0.67305, 0.08326], [1.47662, 2.09706, -1.18267]],
  "smiles": "CC(N)=O.CC(N)=O"
}

{
  "formula": "C9H16O3S",
  "method": "ωB97M-V with the def2-TZVPD basis set",
  "symbols": ["C", "C", "C", "C", "C", "C", "C", "C", "C", "O", "O", "O", "S", "H", "H", "H", "H", "H", "H", "H", "H", "H", "H", "H", "H", "H", "H", "H", "H"],
  "positions_angstrom": [[1.27162, -1.18297, 0.15823], [0.10300, -3.07398, 0.81462], [-2.23267, 0.11322, 2.14527], [0.42143, 0.16885, -2.65040], [-2.19911, 1.06550, 0.97664], [1.57247, 0.63220, -1.84366], [-1.31815, 0.65479, -0.12443], [0.14344, 1.09080, 0.19580], [1.37379, 0.39707, -0.29453], [0.15879, -1.73312, 0.81034], [3.93454, -1.51720, 0.60261], [2.50895, 0.69916, 0.52194], [2.81882, -0.81181, 1.19045], [1.57435, -1.92290, -0.58278], [-0.98875, -3.38870, 1.31043], [-3.14838, 0.38799, 2.61065], [-2.18253, -0.88977, 1.89576], [-1.36038, 0.27364, 2.96160], [0.61359, 0.20585, -3.67667], [-0.47857, 0.81695, -2.59789], [0.28530, -0.87882, -2.37264], [-1.83628, 2.13033, 1.25198], [-3.19361, 1.11886, 0.67846], [2.55937, 0.09678, -2.09560], [1.63463, 1.68712, -1.72939], [-1.38564, -0.43103, -0.38448], [-1.36705, 1.01920, -1.10541], [0.41067, 1.01822, 1.25750], [0.30637, 2.25378, 0.07564]]
}

{
  "formula": "C5H10O2",
  "method": "ωB97M-V with the def2-TZVPD basis set",
  "symbols": ["C", "O", "C", "C", "C", "C", "O", "H", "H", "H", "H", "H", "H", "H", "H", "H", "H"],
  "positions_angstrom": [[2.26748, -0.64474, 0.74877], [0.90818, -0.92344, 0.48218], [0.46676, -0.67501, -0.77080], [-0.83358, -0.56876, -1.04247], [-1.87435, -0.48569, 0.04671], [-2.02456, 1.00238, 0.26069], [-1.53913, 1.61157, 1.18488], [2.90467, -0.91906, -0.10226], [2.54810, -1.24569, 1.61573], [2.41057, 0.41686, 0.98081], [1.23254, -0.59141, -1.54433], [-1.13253, -0.39024, -2.07027], [-2.82569, -0.92942, -0.26802], [-1.52928, -0.95024, 0.97417], [-2.53985, 1.54024, -0.56622], [1.02975, 1.80142, -0.23042], [0.53092, 1.95122, 0.30086]],
  "smiles": "CO/C=C\\CC=O.[H][H]"
}

| no. | calculated total energy (Eh) |
| --- | --- |
| 1 | -1552.44886 |
| 2 | -896.02996 |
| 3 | -340.67047 |
| 4 | -345.32288 |
| 5 | -418.37196 |
| 6 | -976.19104 |
| 7 | -346.90016 |